1.
Here is a molecular structure, C8H24F6O12PtS2 at a distorted geometry from the Open Molecules 2025 dataset. Energies are from the ωB97M-V functional and the def2-TZVPD basis.

Each line ends with the Mulliken charge.
Atoms and positions in Å:
Pt (0.2396, 2.2356, -3.6331)  2.237
S (-0.4309, -0.0908, -1.2096)  1.060
S (-3.0299, 3.3792, -4.1807)  0.969
F (-2.5498, 0.8467, 0.1198)  -0.172
F (-4.9963, 3.9449, -2.4900)  -0.215
F (-3.2365, 3.1490, -1.5220)  -0.204
F (-1.6572, -0.9348, 1.0560)  -0.202
F (-0.7458, 1.0089, 1.2377)  -0.185
F (-4.5409, 1.8415, -2.6472)  -0.204
O (-2.2602, -4.0325, -1.7795)  -0.635
O (-2.1765, -1.1383, -4.5101)  -0.651
O (-1.8073, 2.5391, -3.9841)  -0.944
O (3.3233, -0.1430, 0.1248)  -0.550
O (0.3467, 2.0423, 4.8592)  -0.587
O (-1.1479, -1.1096, -1.9449)  -0.689
O (0.8767, -0.5984, -0.7875)  -1.083
O (0.7871, 0.3485, -4.5198)  -0.652
O (-3.8670, 2.9594, -5.2862)  -0.565
O (-2.7931, 4.8056, -4.1611)  -0.637
O (-0.4235, 1.1773, -1.9336)  -0.788
O (2.3976, -1.0050, -2.9774)  -0.738
C (3.4639, -2.5105, 0.3462)  -1.209
C (-1.4419, 0.2149, 0.4419)  0.533
C (-1.0878, 0.7999, 6.2807)  -1.591
C (-0.0472, -0.2209, 4.1503)  -0.841
C (3.8238, -0.9845, 2.3336)  -1.031
C (-4.0113, 3.0569, -2.6104)  0.648
C (3.9913, -1.1695, 0.8163)  0.578
C (-0.6440, 1.0136, 4.8451)  0.783
H (-1.8005, -0.9764, -3.6291)  0.454
H (-2.1348, -3.1651, -1.3797)  0.315
H (-1.4732, 1.7062, 6.7469)  0.365
H (0.9867, -0.0638, 3.8531)  0.175
H (-2.5169, -2.0377, -4.4648)  0.291
H (-0.1799, -1.1471, 4.7120)  0.440
H (-1.3958, -4.4509, -1.7247)  0.309
H (2.4595, -0.4677, -0.1877)  0.471
H (4.1324, 0.0138, 2.6470)  0.348
H (-0.6147, -0.4128, 3.2400)  0.035
H (0.5501, 2.2440, 3.9402)  0.313
H (1.8571, -0.9727, -2.1600)  0.495
H (0.4775, 0.0015, -5.3695)  0.314
H (-1.9301, 0.1084, 6.3381)  0.378
H (3.7420, -2.6983, -0.6967)  0.296
H (-1.5872, 1.3038, 4.3654)  0.126
H (2.8041, -1.0643, 2.7162)  0.030
H (5.0781, -1.1101, 0.6901)  0.252
H (-0.2190, 0.4147, 6.8183)  0.371
H (1.4006, -0.3465, -4.1440)  0.394
H (4.4765, -1.7485, 2.7623)  0.385
H (3.9063, -3.3414, 0.8979)  0.424
H (3.2504, -0.6320, -2.7223)  0.320
H (2.3757, -2.5825, 0.3166)  0.262

Values from the calculation:
Spin multiplicity: 3
Highest occupied orbital energy (spin up / spin down) in Ha: -0.3771 / -0.3771
M in g mol⁻¹: 685.47

---

2.
Here is a molecular structure, C28H25N6NbO2S2 at a distorted geometry from the Open Molecules 2025 dataset. Energies are from the ωB97M-V functional and the def2-TZVPD basis.

Each line ends with the Mulliken charge.
Atoms and positions in Å:
Nb (0.1739, 0.1620, 0.0704)  0.205
S (0.1520, -0.8119, -2.2779)  -0.186
S (-0.6153, -3.3916, 0.8910)  1.029
O (-1.8810, -3.5093, 1.5863)  -0.552
O (0.6303, -3.7158, 1.6086)  -0.573
N (0.3866, 1.9759, -0.9487)  0.729
N (2.3613, 0.5313, -0.3150)  0.580
N (-0.5036, -1.8285, 0.1087)  0.065
N (-1.9969, 1.2001, 0.2158)  0.246
N (0.9159, 1.1556, 4.3864)  -0.050
N (0.3484, 0.6976, 2.3095)  0.382
C (2.5842, 1.4170, -1.3246)  0.639
C (-1.9138, -5.6197, -2.1687)  -0.247
C (4.2662, -0.7201, -1.0170)  -0.631
C (-1.8374, 2.5379, -0.2071)  0.278
C (-0.3639, -3.4550, -1.6398)  0.101
C (-0.1575, -2.1155, -1.2284)  1.274
C (-4.2490, 1.8723, 0.7007)  -0.793
C (-0.3118, -0.2307, 3.1627)  -0.547
C (1.5469, 3.2763, -2.5831)  -0.992
C (3.2379, -0.4856, -0.1118)  0.887
C (0.4973, 4.1969, -2.6586)  -0.804
C (-3.6564, -0.5118, 0.9818)  -1.019
C (0.1332, -0.0247, 4.4071)  -0.737
C (-0.6429, 3.9870, -1.9211)  -0.837
C (-3.9431, 3.2445, 0.5668)  -0.769
C (3.7170, 1.2902, -2.1302)  -0.924
C (1.0140, 1.5369, 3.1004)  0.397
C (-0.4831, -3.8479, -3.0450)  -0.819
C (1.6186, 2.8208, 2.7001)  -1.009
C (-2.6849, 3.5673, 0.1905)  -0.855
C (-0.6996, -4.2945, -0.6156)  0.631
C (-1.4419, -4.8241, -3.2629)  -0.651
C (3.0854, -1.4682, 1.0420)  -1.476
C (-3.2437, 0.8931, 0.6437)  0.768
C (4.4672, 0.1301, -2.0824)  -0.811
C (-0.7339, 2.7975, -1.0898)  0.501
C (1.5619, 2.3073, -1.5898)  0.895
C (-1.5546, -5.3519, -0.8881)  -0.764
H (2.3436, 2.8103, 1.8576)  0.172
H (3.8835, 2.0644, -2.8904)  0.497
H (-2.5516, -6.5343, -2.3645)  0.416
H (2.4883, 3.4304, -3.0984)  0.425
H (-1.5439, 4.5817, -1.9556)  0.658
H (1.1890, 1.6657, 5.2102)  0.246
H (4.0303, -1.9510, 1.3240)  0.552
H (-4.1114, -0.9919, 0.1123)  0.295
H (-5.2461, 1.5096, 0.9106)  0.537
H (-1.8218, -5.0789, -4.2661)  0.446
H (-1.1317, -0.8782, 2.8389)  0.371
H (-0.1154, -0.5428, 5.3348)  0.434
H (-1.8559, -6.0480, -0.1299)  0.510
H (-2.2746, 4.5590, 0.0493)  0.705
H (-2.7584, -1.0835, 1.2480)  -0.032
H (0.5889, 5.0681, -3.3690)  0.479
H (-4.3695, -0.4472, 1.8104)  0.535
H (0.7909, 3.5073, 2.3939)  0.250
H (2.6577, -0.9628, 1.9267)  0.181
H (-4.6455, 4.0415, 0.7547)  0.535
H (4.8679, -1.6521, -0.8845)  0.480
H (2.4272, -2.2597, 0.7727)  0.282
H (2.1430, 3.2284, 3.5841)  0.441
H (5.2203, -0.0860, -2.8398)  0.519
H (0.0114, -3.3405, -3.8966)  0.506

Values from the calculation:
Total charge: +4
Highest occupied orbital energy (spin up / spin down) in Ha: -0.7420 / -0.7420
M in g mol⁻¹: 634.59

---

What is the M in the second record?
634.59 g mol⁻¹

---

The lowest M belongs to which entry?
C28H25N6NbO2S2

---

The lowest M belongs to which entry?
C28H25N6NbO2S2